Computed, not measured: C39H53As2Br4CaN3O12S3Si3 as an isolated structure at a distorted geometry, with wB97M-V/def2-TZVPD.

XYZ file:
```
120
Properties=species:S:1:pos:R:3:forces:R:3
Ca 1.35410 0.04349 -0.22507 -0.3477 0.2025 -0.0334
O -4.08641 1.15688 6.45124 0.3242 -0.2374 0.2342
N -3.97693 0.29613 5.59485 -0.8503 0.6336 -0.5660
O -4.70038 -0.68351 5.54239 0.2902 -0.2732 0.1643
C -3.08110 0.56159 4.45642 0.1583 -0.1201 0.2438
C -2.73850 1.85823 4.27668 0.0256 -0.0537 -0.0559
C -1.92145 2.24830 3.17970 -0.0137 -0.0039 0.0275
C -1.48625 3.57473 2.99223 -0.0275 -0.0165 -0.0152
C -0.67658 3.85259 1.93111 0.0393 -0.0477 -0.0198
C -0.31862 2.80254 1.06411 -0.0994 0.0988 0.1440
N -0.70473 1.55488 1.22395 0.3052 0.3227 -0.3299
C -1.49767 1.27458 2.26842 0.0253 -0.1380 -0.0341
C -1.86478 -0.11470 2.47020 -0.0104 -0.0741 0.0051
N -1.38584 -0.98768 1.56519 0.0470 -0.0332 0.0710
C -1.55680 -2.26709 1.77644 0.0249 -0.0157 0.0506
C -2.25427 -2.76305 2.89076 -0.0190 0.0333 0.0176
C -2.81267 -1.88733 3.78195 -0.0063 0.0038 -0.0068
C -2.63392 -0.49977 3.58751 0.1143 0.0437 -0.0681
H -3.09281 2.60457 4.97308 0.0126 -0.0185 0.0131
H -1.78138 4.33969 3.70065 0.0187 -0.0062 0.0025
H -0.28051 4.84206 1.74815 -0.0152 0.0004 0.0229
H 0.30987 3.01376 0.21054 -0.0392 -0.0274 -0.0399
H -1.11626 -2.93572 1.04327 0.0046 0.0746 0.0680
H -2.33432 -3.83194 3.03772 -0.0118 0.0065 0.0054
H -3.36966 -2.25105 4.62956 -0.0111 0.0055 0.0230
O 0.94136 -3.41833 3.24660 -0.0027 -0.0163 -0.1217
As 2.17261 -2.76569 2.09888 -0.1842 0.1687 -0.0033
O 3.61332 -2.76077 2.86904 0.0587 -0.0950 0.0527
O 1.56445 -1.31633 1.57646 0.2943 -0.4091 0.1888
C 2.05842 -4.34484 0.94562 0.0496 -0.0319 0.0595
C 2.37296 -5.50024 1.65793 0.0176 -0.0821 -0.0030
C 2.36527 -6.74982 1.05181 -0.0074 0.0498 -0.0037
C 2.05230 -6.86592 -0.29297 0.0006 0.0375 -0.0025
C 1.75993 -5.72092 -1.01977 0.0017 -0.0355 -0.0179
C 1.76154 -4.47436 -0.40852 0.0844 0.0312 -0.0617
S 1.34387 -3.09619 -1.49727 -0.1195 -0.3765 0.2936
O 2.65618 -2.27121 -1.15651 -0.0538 0.1107 -0.1923
O 0.19004 -2.46692 -0.81958 -0.1234 0.0738 -0.0954
O 2.26976 -1.12939 -2.02783 0.2768 0.1106 0.0160
H 0.95782 -2.86974 4.03846 0.0161 0.0211 0.0435
H 2.63424 -5.41546 2.70488 -0.0020 0.0290 0.0019
H 2.60951 -7.62858 1.63643 -0.0026 -0.0033 -0.0111
H 2.04441 -7.83552 -0.77602 0.0001 0.0053 -0.0009
H 1.52911 -5.78569 -2.07788 0.0010 0.0077 0.0082
Br 3.28307 6.38577 -3.39667 0.0171 -0.0244 0.0054
C 3.03558 5.00303 -2.11725 -0.0279 -0.0122 0.0133
C 3.45328 5.16723 -0.81368 -0.0600 -0.0054 0.0199
Br 4.24295 6.79579 -0.24068 0.0193 -0.0156 -0.0137
C 3.24309 4.12802 0.11231 -0.0195 -0.1088 -0.0304
Br 3.97588 4.19405 1.86110 -0.0165 0.0278 -0.0174
C 2.58730 2.93601 -0.22106 0.2818 -0.0282 -0.0719
O 2.51273 1.91494 0.55734 -0.2901 0.0337 0.0416
C 2.00167 2.82661 -1.56039 0.1575 0.0001 -0.0710
O 1.29308 1.78688 -1.83643 0.0211 0.0903 0.1234
C 2.35271 3.82361 -2.48100 -0.0113 0.0070 0.0139
Br 1.96624 3.45350 -4.30837 -0.0053 0.0249 0.0318
C -3.15751 3.03502 -0.77115 -0.0173 0.0963 -0.0822
Si -2.78311 2.11414 -2.37322 -0.0113 -0.1804 0.1135
C -1.60872 3.15648 -3.38898 -0.0078 0.0944 0.0584
C -4.45537 2.02969 -3.25848 0.0452 0.2243 0.0304
As -1.70196 0.07712 -1.85701 -0.2093 0.0398 -0.3132
Si -3.60743 -1.24585 -1.47713 0.1060 0.0588 0.0260
C -4.82016 -1.45746 -2.91616 -0.0732 -0.1256 0.1466
C -4.58403 -0.48429 -0.05117 -0.0569 -0.0123 -0.0494
C -3.09436 -3.00254 -1.01719 -0.1146 -0.0489 0.0006
Si -1.21734 -0.60840 -4.07694 0.0038 0.0702 0.1837
C -2.42798 -0.03064 -5.41184 0.0825 -0.0945 -0.0817
C 0.46911 0.04791 -4.55315 -0.0487 -0.0390 -0.1040
C -1.24703 -2.49153 -4.16380 -0.0147 0.0236 -0.1334
H -3.91389 3.79974 -0.98295 0.0209 -0.0060 0.0453
H -2.26553 3.54461 -0.40521 -0.0320 -0.0257 -0.0101
H -3.53340 2.39729 0.03137 0.0058 -0.0460 -0.0371
H -1.79193 4.21686 -3.18286 0.0024 -0.0164 -0.0533
H -1.71135 3.00261 -4.46601 0.0187 -0.0405 0.0360
H -0.57414 2.93695 -3.11212 -0.0365 -0.0197 0.0059
H -4.69664 3.07361 -3.49767 -0.0758 -0.0594 -0.0239
H -5.25051 1.64975 -2.61327 0.0394 -0.0167 0.0180
H -4.45693 1.46450 -4.18877 0.0523 -0.0268 0.0071
H -5.20542 -0.53099 -3.33801 0.0540 0.0124 0.0380
H -5.66804 -2.02563 -2.51121 -0.0010 0.0195 -0.0809
H -4.38598 -2.05341 -3.72156 0.0348 0.0214 0.0014
H -5.23489 0.31796 -0.41110 0.0278 0.0133 0.0240
H -3.93390 -0.07095 0.72360 0.0019 -0.0588 -0.0643
H -5.21673 -1.24787 0.41338 -0.0099 0.0314 -0.0085
H -3.72051 -3.71014 -1.57094 0.0435 -0.0254 0.0145
H -3.24615 -3.18729 0.04953 -0.0291 0.0228 -0.0958
H -2.04566 -3.20064 -1.24227 -0.0257 0.0328 0.0083
H -2.55257 1.05231 -5.45150 0.0364 -0.0152 0.0526
H -3.41234 -0.49572 -5.33534 -0.0077 0.0113 0.0362
H -1.97841 -0.34184 -6.36342 -0.0818 0.0179 -0.0063
H 0.35743 0.89140 -5.24094 0.0217 -0.0252 0.0167
H 1.03963 -0.73916 -5.05640 0.0096 0.0387 -0.0003
H 1.04734 0.40008 -3.69815 -0.0292 -0.0333 0.0306
H -2.12996 -2.93391 -3.69856 0.0013 0.0322 -0.0102
H -0.36318 -2.92828 -3.69932 0.0180 0.0406 0.0429
H -1.24724 -2.77259 -5.22404 0.0213 -0.0425 0.0455
O 1.45784 2.44965 4.08125 0.0057 0.0312 0.1712
S 1.66915 1.11379 3.42987 -0.1019 -0.1069 -0.0829
C 1.12436 -0.10247 4.70541 0.0589 0.0147 0.0190
C 2.36361 -0.77335 5.30412 -0.0082 -0.0965 -0.0131
C 3.51429 0.21428 5.13492 0.0018 0.1115 0.0216
C 3.40320 0.65472 3.68418 -0.0112 0.1401 -0.1152
H 0.40922 -0.79813 4.26077 0.0064 0.0581 -0.0404
H 0.61084 0.53868 5.42500 -0.0300 -0.0330 -0.0080
H 2.63270 -1.66334 4.72959 -0.0074 -0.0221 0.0477
H 2.19962 -1.07561 6.34214 -0.0025 0.0631 0.0123
H 4.48028 -0.24909 5.34253 -0.0020 -0.0118 -0.0237
H 3.39105 1.07632 5.79784 0.0075 -0.0108 -0.0046
H 3.62177 -0.17031 3.00239 -0.0271 0.0026 -0.0112
H 3.97382 1.53471 3.38969 0.0332 -0.0336 0.0452
C 4.86462 0.34958 -3.31930 -0.0499 0.0590 -0.0282
S 4.65723 0.78369 -1.58776 -0.0704 -0.0009 0.1498
C 5.62060 2.30550 -1.60243 -0.0441 0.0063 -0.0646
O 5.46148 -0.19414 -0.80049 0.1574 -0.0305 -0.0727
H 5.91317 0.42386 -3.61418 -0.0117 -0.0214 0.0399
H 4.22954 1.00402 -3.92117 0.0365 0.0136 0.0242
H 4.49817 -0.67271 -3.39280 -0.0186 0.0159 -0.0135
H 5.17808 3.01801 -2.30275 0.0016 -0.0209 0.0211
H 6.65459 2.06850 -1.86110 -0.0299 -0.0047 -0.0127
H 5.56077 2.71331 -0.59383 0.0312 -0.0105 -0.0089
```
Positions in Å, forces in eV/Å.

**E**: -546772.6608 eV
**Largest force on an atom**: 0.0234 hartree/bohr
**Highest occupied orbital energy**: -2.10 eV
**LUMO level**: 2.82 eV
**Total charge**: -2
**Orbital gap**: 4.9 eV

---

Computed, not measured: C39H53AsMnN2O3PS2Se2 as an isolated structure, with wB97M-V/def2-TZVPD.

XYZ file:
```
104
Properties=species:S:1:pos:R:3:forces:R:3
Mn 0.71342 -1.11328 1.09518 -0.2428 -0.5426 -0.1345
O -2.57136 -5.71066 -1.14677 0.0275 0.0229 0.0511
C -2.65844 -4.86223 -0.00404 -0.1171 -0.0532 -0.0397
C -1.30915 -4.57170 0.66893 -0.0771 0.2183 0.0980
C -1.60702 -3.48694 1.72014 -0.0225 0.1117 -0.1439
O -0.45402 -2.77691 2.16233 0.3407 -0.1847 0.0143
C -0.78974 -5.85860 1.32752 -0.1285 -0.0516 0.0927
Se 0.82802 -5.72806 2.47151 -0.1638 -0.1876 -0.0938
C -0.32183 -4.04994 -0.36989 0.1730 0.0075 0.1103
Se -0.82391 -2.30383 -1.15081 -0.2924 -0.1017 0.1518
H -2.13046 -5.18692 -1.82527 -0.0235 0.0003 -0.0442
H -3.31791 -5.37222 0.70273 -0.0072 -0.0042 -0.0102
H -3.12244 -3.91305 -0.29560 0.0326 -0.0237 0.0567
H -2.11006 -3.93289 2.58496 0.0343 -0.0390 0.0155
H -2.25698 -2.72155 1.28983 -0.0090 -0.1159 0.0172
H 0.16730 -3.46154 2.50268 -0.2991 -0.1130 -0.0838
H -0.62985 -6.61146 0.55501 0.0896 0.0155 0.0177
H -1.58435 -6.23034 1.97921 0.0263 -0.0558 -0.0176
H -0.19387 -4.79913 -1.15545 -0.0284 0.0729 -0.0195
H 0.65680 -3.96532 0.11292 -0.0659 0.0842 -0.0659
C 5.10441 -1.79178 2.69832 0.0338 -0.1129 0.0927
C 3.79685 -1.27930 2.05561 0.1360 0.0285 0.0087
N 2.81496 -2.35519 2.05063 -0.2718 0.0745 -0.1022
C 2.39802 -2.66576 3.42042 -0.0961 0.1605 0.0539
C 3.63107 -2.96320 4.27982 0.1505 -0.0556 0.0003
N 4.79683 -3.12144 3.33599 -0.0242 0.0364 -0.0348
C 4.46718 -4.13958 2.27381 0.0965 0.0109 0.1396
C 3.35551 -3.53649 1.39668 0.0137 -0.0299 -0.1213
H 5.47060 -1.14326 3.49495 0.0042 0.0431 -0.0403
H 5.90901 -1.97592 1.98473 -0.0129 0.0456 -0.0184
H 3.97421 -0.95601 1.02907 -0.0006 -0.0058 0.0266
H 3.34655 -0.44291 2.60235 0.0214 0.0069 -0.0163
H 1.73636 -3.53183 3.38190 0.2170 -0.0238 0.1343
H 1.84409 -1.79211 3.78860 0.0527 -0.0241 0.0122
H 3.55294 -3.89395 4.84257 -0.0621 0.0146 0.0080
H 3.89753 -2.14660 4.95304 -0.0487 0.0015 0.0113
H 5.60717 -3.43645 3.86120 -0.0161 -0.0020 -0.0272
H 4.14452 -5.04299 2.79378 -0.0861 -0.0086 -0.0536
H 5.39558 -4.33890 1.73722 -0.0332 -0.0403 -0.0344
H 2.55391 -4.27232 1.26924 0.1254 -0.0353 0.0373
H 3.74363 -3.23762 0.42377 0.0263 0.0259 0.0339
C 1.60436 -1.21219 -3.22767 0.0965 0.1042 -0.0442
S 2.11702 -2.30350 -1.90826 -0.4999 -0.3420 0.2463
C 3.83009 -2.42832 -2.42892 0.2539 0.2197 -0.1134
O 2.22798 -1.48600 -0.64576 0.4473 0.1858 -0.0353
H 1.56128 -1.79565 -4.14686 0.0237 -0.0244 -0.0408
H 2.30886 -0.38611 -3.31905 0.0100 0.0658 0.0022
H 0.60417 -0.88341 -2.96237 0.0609 0.0044 -0.0428
H 3.87273 -2.76720 -3.46344 -0.0039 -0.0194 -0.0330
H 4.33194 -3.15494 -1.79422 -0.0071 -0.0004 0.0518
H 4.29172 -1.44566 -2.32316 0.0901 -0.0317 -0.0300
C -0.36194 1.57519 -1.67413 0.0590 0.0356 -0.0081
C -0.70934 3.02035 -1.98537 0.0117 0.0227 -0.1107
As -2.03068 3.21014 -3.45131 -0.0037 0.0080 -0.0360
C -3.45850 2.05694 -2.76382 -0.0246 -0.0310 -0.0689
C -3.31747 0.68174 -2.96656 -0.0224 0.0483 0.0378
C -4.26081 -0.21369 -2.48584 -0.0013 -0.0182 -0.0188
C -5.39550 0.25955 -1.84297 -0.0060 -0.0147 0.0142
C -5.57436 1.62483 -1.68387 0.0168 0.0343 0.0179
C -4.61090 2.51810 -2.13541 0.0091 -0.0370 0.0872
C -2.70778 4.96848 -2.91910 0.0380 -0.0500 -0.0446
C -2.84173 5.94397 -3.90127 -0.0590 0.0778 0.0332
C -3.27572 7.22519 -3.57659 0.0118 -0.0681 -0.0382
C -3.58297 7.53626 -2.26234 -0.0173 0.0481 0.0430
C -3.45182 6.56991 -1.27244 0.0013 -0.0130 -0.0021
C -3.01374 5.29527 -1.59756 0.0398 0.0853 -0.0540
P 0.20540 1.16723 0.05645 0.1267 0.3787 0.0741
C 1.65502 2.27973 0.19655 -0.0327 0.0414 -0.2695
C 2.01290 3.00023 1.33295 0.0104 -0.0238 0.1511
C 3.18153 3.74738 1.35859 0.0133 -0.0191 -0.0166
C 4.03632 3.76190 0.26500 0.0147 -0.0185 -0.0400
C 3.71211 3.01655 -0.85986 0.0290 0.0329 0.0178
C 2.52970 2.29020 -0.89041 -0.0094 0.0910 0.0186
C -1.23027 1.92551 0.89726 0.0534 0.0301 -0.0202
C -1.27353 3.19428 1.46703 -0.0150 0.0751 -0.0573
C -2.45199 3.68446 2.01404 0.0165 -0.0088 -0.0090
C -3.60705 2.91529 1.99088 0.0209 -0.0047 0.0025
C -3.57279 1.65231 1.41699 -0.0157 -0.0349 -0.0109
C -2.39532 1.16012 0.87506 -0.0484 0.0284 0.0456
H 0.35943 1.17800 -2.38892 0.0072 0.0116 -0.0218
H -1.23926 0.93750 -1.75647 -0.1122 -0.1225 -0.0028
H 0.16839 3.58498 -2.31005 0.0060 -0.0406 0.0374
H -1.10784 3.52507 -1.11002 -0.0477 -0.0085 0.0683
H -2.45319 0.29103 -3.49058 0.0403 0.0029 -0.0096
H -4.09716 -1.27710 -2.60502 0.0144 0.0005 -0.0011
H -6.13507 -0.43546 -1.46576 -0.0037 -0.0057 0.0042
H -6.45744 2.00211 -1.18245 -0.0119 0.0044 -0.0072
H -4.75812 3.57680 -1.97196 -0.0352 -0.0065 -0.0329
H -2.60547 5.70319 -4.93164 0.0114 -0.0128 0.0096
H -3.37193 7.97525 -4.35181 -0.0059 0.0090 0.0018
H -3.92258 8.53207 -2.00549 0.0018 0.0044 0.0027
H -3.68792 6.80771 -0.24249 -0.0019 0.0063 0.0009
H -2.91498 4.55478 -0.81364 0.0052 -0.0327 0.0545
H 1.41128 2.90379 2.22642 -0.0196 0.0122 -0.0328
H 3.43800 4.29941 2.25467 -0.0016 0.0090 0.0065
H 4.95299 4.33874 0.29379 0.0082 0.0044 -0.0053
H 4.37489 3.00185 -1.71722 0.0102 0.0024 0.0013
H 2.29519 1.70795 -1.77235 0.0073 0.0008 -0.0375
H -0.38799 3.81604 1.48165 -0.0208 -0.0265 -0.0010
H -2.46408 4.67114 2.46313 0.0032 -0.0034 -0.0055
H -4.52483 3.29504 2.42271 -0.0127 0.0007 0.0009
H -4.46408 1.03851 1.39485 -0.0283 -0.0007 -0.0128
H -2.38050 0.16591 0.43788 0.0265 -0.0258 -0.0107
S 0.98829 0.32145 2.85974 -0.0011 0.1889 0.2118
```
Positions in Å, forces in eV/Å.

**E**: -304236.4149 eV
**Largest force on an atom**: 0.0127 hartree/bohr
**Highest occupied orbital energy (spin up / spin down)**: -2.88 / -3.20 eV
**<S²>**: 8.760
**LUMO level (spin up / spin down)**: 1.40 / 1.39 eV
**Total charge**: -1
**Orbital gap (spin up / spin down)**: 4.3 / 4.6 eV
**Spin multiplicity**: 6

---

- The highest largest force on an atom belongs to which entry?
  C39H53As2Br4CaN3O12S3Si3

---

- The highest total charge belongs to which entry?
  C39H53AsMnN2O3PS2Se2

---

- Among the records above, which one has the lowest largest force on an atom?
  C39H53AsMnN2O3PS2Se2